(1)
Entry from OMol25: the ion C12H24N2 with charge +2 (ωB97M-V/def2-TZVPD).

Geometry as ORCA input:
```
! wB97M-V def2-TZVPD RIJCOSX def2/J DEFGRID3
* xyz 2 1
C -3.566 0.418 0.820
C -3.638 -0.882 0.057
C -2.309 -1.620 0.355
N -1.337 -0.475 0.420
C -2.075 0.610 1.104
C -0.200 -0.985 1.193
C 0.955 0.031 1.268
N 1.445 0.395 -0.081
C 2.147 -0.769 -0.701
C 3.167 -0.164 -1.610
C 3.524 1.207 -1.037
C 2.519 1.413 0.093
C 0.286 0.924 -0.868
C -0.852 -0.073 -0.947
H -3.974 1.234 0.232
H -4.150 0.392 1.747
H -3.756 -0.693 -0.960
H -4.470 -1.526 0.384
H -2.128 -2.354 -0.407
H -2.401 -2.106 1.326
H -1.722 1.606 0.838
H -1.932 0.490 2.206
H 0.137 -1.912 0.819
H -0.521 -1.185 2.247
H 1.734 -0.422 1.895
H 0.636 0.914 1.785
H 1.482 -1.490 -1.213
H 2.724 -1.378 0.035
H 4.086 -0.745 -1.722
H 2.739 -0.050 -2.606
H 3.469 1.984 -1.811
H 4.551 1.175 -0.599
H 3.010 1.241 1.064
H 2.068 2.425 0.052
H -0.100 1.853 -0.452
H 0.620 1.122 -1.900
H -1.660 0.376 -1.534
H -0.509 -0.986 -1.492
*
```

Values from the calculation:
SMILES   C1CC[N+]2(C1)CC[N+]1(CCCC1)CC2
Gap between HOMO and LUMO   12.790 eV
Relative energy (zero: lowest compared OMol25 entry of this formula, charge and spin)   0.0 kcal per mole

(2)
Entry from OMol25: a cluster of 5 separate species, C12H24N2O5 in total (ωB97M-V/def2-TZVPD).

Geometry as ORCA input:
```
! wB97M-V def2-TZVPD RIJCOSX def2/J DEFGRID3
* xyz -2 1
N -27.183 16.401 15.179
H -26.370 15.993 14.643
H -26.977 17.376 15.379
H -27.170 15.921 16.125
H -28.145 16.353 14.756
C -26.340 16.382 18.679
C -27.188 15.119 18.615
O -27.262 14.523 17.389
H -26.481 16.878 19.651
H -26.582 17.066 17.860
H -25.264 16.236 18.510
H -28.211 15.399 19.001
H -26.907 14.373 19.404
C -24.668 17.226 12.693
C -24.225 15.778 12.992
O -25.056 15.083 13.810
H -24.117 17.920 13.345
H -25.720 17.436 12.893
H -24.464 17.531 11.657
H -23.153 15.722 13.320
H -24.090 15.250 12.002
C -31.024 17.229 13.190
C -30.273 15.872 13.217
O -29.795 15.543 14.438
H -30.473 18.124 13.504
H -32.030 17.113 13.599
H -31.217 17.546 12.140
H -29.484 15.884 12.432
H -31.089 15.212 12.822
C -33.692 19.948 16.632
C -33.114 18.866 15.984
C -31.776 18.591 16.205
C -31.010 19.417 17.011
C -31.589 20.489 17.681
C -32.923 20.768 17.456
N -29.560 19.206 17.081
O -29.108 18.225 16.557
O -28.917 20.078 17.654
H -34.709 20.257 16.422
H -33.714 18.173 15.411
H -31.281 17.738 15.744
H -30.975 21.129 18.298
H -33.371 21.691 17.803
*
```

Values from the calculation:
Gap between HOMO and LUMO   4.128 eV
Relative energy (zero: lowest compared OMol25 entry of this formula, charge and spin)   0.0 kcal per mole

(3)
Entry from OMol25: a structure of composition C12H24O24S6 (ωB97M-V/def2-TZVPD).

Geometry as ORCA input:
```
! wB97M-V def2-TZVPD RIJCOSX def2/J DEFGRID3
* xyz 0 1
C 0.872 -22.996 -6.265
C 0.794 -21.515 -5.862
O -0.381 -21.472 -5.017
S -0.446 -22.908 -4.121
O -1.845 -23.387 -3.981
O 0.350 -22.820 -2.877
O 0.324 -23.735 -5.273
H 1.925 -23.276 -6.297
H 0.353 -23.146 -7.212
H 0.555 -20.708 -6.554
H 1.669 -21.249 -5.270
C -5.028 -23.521 -3.888
C -3.577 -23.149 -3.683
O -3.552 -21.820 -3.333
S -4.945 -20.971 -3.758
O -4.673 -19.984 -4.780
O -5.634 -20.571 -2.564
O -5.577 -22.370 -4.381
H -5.613 -23.719 -2.989
H -4.936 -24.324 -4.619
H -3.077 -23.248 -4.647
H -3.147 -23.828 -2.946
C -8.776 -21.184 -3.997
C -7.615 -20.310 -3.777
O -8.096 -18.967 -3.915
S -9.346 -18.931 -5.127
O -8.766 -18.848 -6.454
O -10.481 -18.046 -4.825
O -9.748 -20.527 -4.814
H -9.279 -21.435 -3.064
H -8.530 -22.063 -4.594
H -6.783 -20.445 -4.468
H -7.159 -20.535 -2.813
C -5.581 -18.444 -2.891
C -5.369 -18.411 -4.511
O -5.492 -17.003 -4.799
S -5.113 -16.042 -3.504
O -5.629 -14.698 -3.509
O -3.661 -16.254 -3.286
O -5.958 -17.103 -2.567
H -4.721 -18.708 -2.274
H -6.297 -19.206 -2.584
H -5.951 -19.087 -5.139
H -4.312 -18.651 -4.621
C -2.299 -22.652 0.766
C -1.725 -23.349 -0.480
O -2.883 -23.810 -1.164
S -4.307 -23.225 -0.531
O -4.903 -24.257 0.336
O -5.241 -22.703 -1.475
O -3.514 -22.106 0.347
H -1.606 -21.895 1.133
H -2.624 -23.430 1.457
H -1.182 -24.200 -0.069
H -0.869 -22.932 -1.011
C -7.057 -23.870 -1.416
C -8.212 -24.887 -1.290
O -9.250 -24.085 -0.737
S -9.048 -22.459 -1.043
O -8.927 -21.747 0.246
O -9.946 -21.948 -2.083
O -7.626 -22.638 -1.713
H -6.466 -24.090 -2.306
H -6.427 -23.734 -0.537
H -7.962 -25.637 -0.539
H -8.568 -25.279 -2.243
*
```

Values from the calculation:
Gap between HOMO and LUMO   8.922 eV
Relative energy (zero: lowest compared OMol25 entry of this formula, charge and spin)   461.9 kcal per mole

(4)
Entry from OMol25: a cluster of 2 separate species, C12H24O4 in total (ωB97M-V/def2-TZVPD).

Geometry as ORCA input:
```
! wB97M-V def2-TZVPD RIJCOSX def2/J DEFGRID3
* xyz 0 1
C -1.708 -0.882 -0.187
C -0.721 -0.489 -1.300
C 0.764 -0.777 -1.107
C 1.941 -0.403 -2.121
C 3.270 -0.265 -1.199
C 3.122 0.758 0.031
C 2.227 2.053 -0.133
C 1.955 2.800 1.328
C 1.202 1.977 2.425
C 0.056 0.757 2.058
C -1.061 1.273 1.286
C -2.168 0.288 0.768
H -2.493 -3.053 -0.059
H -0.859 -1.296 -2.112
H -1.111 0.503 -1.836
H 1.011 -0.039 -0.357
H 0.899 -1.786 -0.925
H 1.816 0.759 -2.460
H 2.088 -1.081 -2.916
H 3.711 -1.190 -0.732
H 3.905 0.208 -1.996
H 4.197 0.883 0.167
H 2.736 0.112 0.807
H 2.753 2.815 -0.561
H 1.103 1.978 -0.430
H 1.305 3.552 1.066
H 2.900 3.178 1.664
H 0.577 2.770 2.987
H 1.861 1.611 3.461
H -0.437 0.541 3.075
H 0.640 -0.025 1.617
H -1.400 2.136 1.903
H -0.656 1.735 0.207
H -2.975 0.033 1.392
H -2.752 0.933 0.047
H -1.811 -0.547 -2.767
O -1.431 -3.182 0.221
O -1.353 -1.874 0.833
O -2.899 -1.508 -0.726
O -3.102 -0.594 -1.870
*
```

Values from the calculation:
Gap between HOMO and LUMO   9.047 eV
Relative energy (zero: lowest compared OMol25 entry of this formula, charge and spin)   317.0 kcal per mole

(5)
Entry from OMol25: a cluster of 2 separate species, C12H24O8P in total (ωB97M-V/def2-TZVPD).

Geometry as ORCA input:
```
! wB97M-V def2-TZVPD RIJCOSX def2/J DEFGRID3
* xyz 1 1
O 2.741 -1.354 -0.626
C 1.969 -1.167 -1.572
O 2.263 -0.338 -2.703
C 0.518 -1.873 -1.499
C -0.565 -0.695 -1.575
C -1.348 -0.412 -0.198
P -3.198 -0.544 -0.551
C -4.061 1.126 -0.849
O -3.967 1.613 -2.196
C -2.614 1.897 -2.594
O -1.790 2.433 -1.550
C -0.642 3.088 -2.142
C 0.382 3.575 -1.013
O -0.218 4.631 -0.218
H 2.433 0.569 -2.350
H 0.417 -2.550 -0.591
H 0.415 -2.473 -2.474
H -1.331 -0.999 -2.371
H -0.109 0.282 -1.942
H -1.059 -1.248 0.539
H -1.056 0.589 0.284
H -3.787 -1.081 0.658
H -3.509 -1.514 -1.578
H -5.179 0.924 -0.665
H -3.775 1.907 -0.054
H -2.167 0.982 -3.124
H -2.685 2.709 -3.407
H -0.079 2.379 -2.844
H -1.031 3.958 -2.769
H 1.378 3.875 -1.475
H 0.567 2.683 -0.325
H -0.902 4.183 0.329
C 3.319 -0.986 4.266
C 2.696 -2.274 3.772
C 2.789 -2.457 2.285
O 1.641 -3.250 1.998
C 0.728 -2.987 2.970
O -0.418 -3.334 2.933
O 1.284 -2.275 3.988
H 2.738 -0.118 3.943
H 3.327 -0.967 5.358
H 4.347 -0.879 3.912
H 3.124 -3.129 4.306
H 3.700 -2.978 1.990
H 2.716 -1.522 1.724
*
```

Values from the calculation:
Gap between HOMO and LUMO   10.119 eV

(6)
Entry from OMol25: a structure of composition C12H25AlN3O2 (ωB97M-V/def2-TZVPD).

Geometry as ORCA input:
```
! wB97M-V def2-TZVPD RIJCOSX def2/J DEFGRID3
* xyz -1 1
O 2.742 -1.129 1.096
Al 3.950 -2.246 0.181
O 5.407 -1.185 -0.476
H 1.840 -1.087 0.661
H 4.601 -3.237 1.271
H 3.345 -3.014 -1.066
H 5.902 -1.821 -1.087
C -1.607 2.195 0.548
C -1.255 1.482 1.847
C -0.132 0.459 1.687
C -0.515 -0.659 0.815
N -0.816 -1.538 0.119
H -1.988 1.496 -0.203
H -2.384 2.944 0.728
H -0.733 2.706 0.131
H -2.154 0.998 2.247
H -0.943 2.234 2.583
H 0.130 0.064 2.676
H 0.766 0.948 1.294
C -5.739 0.029 3.076
C -6.148 0.885 4.268
C -6.222 2.376 3.941
C -4.910 2.937 3.593
N -3.874 3.377 3.312
H -4.730 0.277 2.731
H -5.744 -1.029 3.353
H -6.432 0.164 2.239
H -5.447 0.712 5.093
H -7.135 0.552 4.612
H -6.617 2.909 4.814
H -6.929 2.544 3.121
C 3.772 -1.348 -6.162
C 4.085 -0.593 -4.877
C 5.346 -1.095 -4.175
C 5.205 -2.476 -3.695
N 5.095 -3.569 -3.323
H 3.566 -2.405 -5.966
H 2.888 -0.921 -6.645
H 4.608 -1.286 -6.868
H 3.224 -0.658 -4.202
H 4.219 0.469 -5.122
H 5.558 -0.441 -3.320
H 6.205 -1.021 -4.851
*
```

Values from the calculation:
Gap between HOMO and LUMO   6.324 eV

(7)
Entry from OMol25: a structure of composition C12H25Br5ClCsF2NNaO18S3 (ωB97M-V/def2-TZVPD).

Geometry as ORCA input:
```
! wB97M-V def2-TZVPD RIJCOSX def2/J DEFGRID3
* xyz 0 1
C 3.381 -3.413 -1.489
C 2.897 -2.098 -2.093
Br 4.509 -0.951 -2.243
C 1.949 -1.255 -1.203
Br 2.255 -1.604 0.715
O 0.569 -1.202 -1.644
S -0.223 -2.657 -1.864
O 0.196 -3.579 -0.837
O 0.478 -3.380 -3.243
Cl -0.690 -3.671 -4.418
H 2.584 -4.102 -1.222
H 4.076 -3.238 -0.675
H 3.972 -3.909 -2.265
H 2.559 -2.226 -3.119
H 2.322 -0.228 -1.285
O 1.771 0.418 -4.353
H 2.426 -0.163 -4.779
H 2.179 1.264 -4.069
H 1.319 -0.039 -3.600
C -3.707 -1.995 -3.043
O -4.436 -0.770 -3.203
C -5.730 -0.897 -3.171
O -6.378 -1.887 -3.014
O -6.263 0.359 -3.284
C -7.689 0.372 -3.176
H -2.633 -1.714 -3.060
H -3.950 -2.459 -2.082
H -3.919 -2.682 -3.860
H -7.998 -0.013 -2.208
H -8.150 -0.200 -3.978
H -8.017 1.410 -3.253
Br -1.114 -0.725 -4.177
Na -6.184 2.201 -4.019
C -1.837 -1.666 2.419
C -0.585 -0.913 2.801
O -1.013 0.448 2.684
C -2.343 0.492 2.813
O -2.925 1.540 2.873
O -2.884 -0.740 2.819
H -1.933 -2.615 2.938
H -1.917 -1.840 1.346
H -0.293 -1.113 3.833
H 0.296 -1.058 2.165
O -2.173 0.269 -0.260
H -2.038 0.618 0.624
H -1.443 -0.348 -0.377
C 3.795 1.222 1.258
O 4.860 0.834 1.755
O 2.926 1.820 2.191
O 3.379 1.151 0.080
H 3.515 1.717 2.961
Br -1.636 5.656 -0.535
C -2.958 5.197 0.817
C -3.825 4.041 0.392
Br -5.157 4.584 -0.918
H -3.523 6.104 1.026
H -2.380 4.930 1.697
H -4.385 3.667 1.247
H -3.272 3.226 -0.065
Cs -2.269 6.666 2.704
N 8.156 -0.299 4.747
S 6.690 -0.616 5.248
O 5.710 0.406 5.038
O 6.577 -1.381 6.456
F 6.290 -1.692 4.142
S 8.874 0.822 5.582
O 10.046 1.325 4.929
O 8.973 0.617 6.998
F 7.879 2.061 5.468
*
```

Values from the calculation:
Gap between HOMO and LUMO   2.965 eV

(8)
Entry from OMol25: a structure of composition C12H25Cl2INP2Ru (ωB97M-V/def2-TZVPD).

Geometry as ORCA input:
```
! wB97M-V def2-TZVPD RIJCOSX def2/J DEFGRID3
* xyz 3 5
C 2.533 0.146 1.068
I 0.796 -2.366 1.412
H 2.898 1.179 0.756
H 3.237 -0.630 0.731
H 2.498 -0.008 2.148
Ru 0.640 -0.007 0.324
P 1.570 -0.134 -1.896
C 2.111 -1.883 -2.120
C 0.587 0.240 -3.429
H 1.194 0.046 -4.320
H 3.449 0.968 -2.952
H 0.274 1.293 -3.455
H 2.826 1.934 -1.601
H 1.236 -2.528 -2.015
H -0.304 -0.405 -3.451
C 3.046 0.908 -1.937
H 2.570 -2.065 -3.099
H 3.778 0.427 -1.270
H 2.822 -2.145 -1.320
P -0.213 1.484 1.955
C -0.512 0.496 3.505
C 1.091 2.707 2.377
H -1.639 3.224 0.952
H -2.025 2.999 2.674
H -2.636 1.831 1.470
C -1.784 2.474 1.741
H 1.380 3.207 1.443
H 0.724 3.469 3.076
H -0.942 1.136 4.294
H 0.467 0.092 3.832
H 1.957 2.185 2.812
H -1.192 -0.346 3.306
Cl -0.170 2.066 -0.933
Cl -2.911 -3.528 -3.043
C -2.851 -2.654 -1.575
C -3.982 -2.536 -0.755
C -3.824 -1.773 0.400
C -2.617 -1.110 0.662
N -1.602 -1.188 -0.198
C -1.654 -1.974 -1.283
H -4.925 -3.046 -1.005
H -4.650 -1.604 1.079
H -2.478 -0.525 1.577
H -0.776 -2.059 -1.937
*
```

Values from the calculation:
Gap between HOMO and LUMO (spin up / spin down)   7.050 / 4.097 eV
Relative energy (zero: lowest compared OMol25 entry of this formula, charge and spin)   0.0 kcal per mole
Expectation value of S²   6.035

no.,molecular weight (g mol⁻¹),calculated total energy (eV)
1,196.34,-15797.43630
2,276.33,-26044.06496
3,744.70,-126959.02113
4,232.32,-21009.23018
5,327.29,-38492.30473
6,270.33,-28014.39011
7,1196.39,-456823.83296
8,544.17,-68614.00729